Record 1
Here is the ion C9H14IN4 with charge +1 from OMol25. Energies are from ωB97M-V/def2-TZVPD.

The value obtained for the HOMO energy is -12.52 eV. The structure (SMILES) is [H]/N=C1/N2CC(I)=C[C@@H](C2)N1[NH2+]CC=C. Its total charge is +1.

Each line ends with the Mulliken charge.
Element x y z (Å)
H -0.276 -2.174 2.435  0.279
N 0.497 -2.486 1.829  -0.525
C 0.645 -1.954 0.771  0.223
N 1.542 -2.274 -0.174  -0.127
C 2.887 -1.689 0.027  -1.110
C 2.826 -0.306 -0.334  0.123
I 4.715 0.645 0.148  0.131
C 1.796 0.338 -0.761  -0.809
C 0.529 -0.445 -1.028  -0.139
C 0.991 -1.787 -1.413  -0.747
N -0.113 -0.634 0.298  -0.192
N -0.269 0.432 1.188  -0.052
C -1.615 1.065 1.217  -0.680
C -1.777 1.958 -0.146  0.039
C -2.843 1.919 -0.892  -0.804
H 3.631 -2.340 -0.529  0.369
H 3.212 -1.819 1.003  0.578
H 1.838 1.377 -0.889  0.762
H -0.166 -0.031 -1.768  0.514
H 0.166 -2.474 -1.619  0.331
H 1.854 -1.832 -2.171  0.366
H 0.370 1.192 0.845  0.337
H -0.167 0.196 2.229  0.465
H -2.308 0.260 1.233  0.437
H -1.709 1.715 2.122  0.373
H -0.938 2.713 -0.290  0.273
H -2.842 2.636 -1.649  0.317
H -3.682 1.243 -0.700  0.266

***

Record 2
Here is a structure of composition C9H14IrN2PS from OMol25. Energies are from ωB97M-V/def2-TZVPD.

Its expectation value of S² is 6.034. The value obtained for the HOMO energy (alpha / beta) is -3.49 / -7.38 eV. Its spin multiplicity is 5.

Each line ends with the Löwdin spin population.
Element x y z (Å)
C -1.026 -0.120 -2.671  0.171
C -1.762 1.130 -2.898  0.394
C -0.876 2.168 -3.258  0.058
C 0.460 1.736 -3.166  0.359
C 0.503 0.297 -2.835  0.223
Ir 0.161 -0.537 -1.002  1.649
P -0.170 -2.755 -0.970  0.334
H -1.383 -1.097 -3.031  0.017
H -2.844 1.188 -2.789  0.020
H -1.188 3.163 -3.566  -0.004
H 1.269 -0.387 -3.235  0.030
H 1.351 2.337 -3.305  0.022
H 0.918 -3.553 -1.443  0.066
H -1.272 -3.247 -1.741  0.015
H -0.480 -3.388 0.284  0.047
C 0.065 -1.513 2.216  0.069
N 0.333 -0.156 2.662  0.036
C 0.307 0.312 3.976  0.009
C 0.646 1.627 3.944  0.013
N 0.884 1.947 2.624  0.034
C 0.712 0.849 1.832  0.085
S 1.390 0.697 0.273  0.287
H -0.810 -1.510 1.551  0.049
H 0.935 -1.901 1.674  0.010
H -0.134 -2.126 3.098  0.004
H 0.069 -0.338 4.802  0.001
H 0.744 2.346 4.735  0.001
H 1.198 2.831 2.237  0.003

***

Record 3
Here is a structure of composition C9H14N from OMol25. Energies are from ωB97M-V/def2-TZVPD.

The value obtained for the HOMO energy is -13.94 eV. Its total charge is +1.

Each line ends with the Mulliken charge.
Element x y z (Å)
C 1.305 -1.601 -0.719  -0.474
C 0.463 -1.665 0.303  -1.351
C -3.552 -0.365 0.029  -0.931
C -1.179 1.412 -0.813  -0.343
C -2.212 -0.575 0.163  0.232
C 1.262 -0.076 -0.835  0.244
C 0.349 -0.180 0.392  1.295
C 2.633 0.577 -0.568  -1.500
C 0.559 0.554 1.599  -1.643
N -1.219 0.377 -0.081  0.037
H 1.931 -2.324 -1.246  0.462
H 0.207 -2.612 0.744  0.519
H -4.089 -1.188 0.334  0.303
H -4.129 0.532 -0.182  0.295
H -0.242 1.946 -0.691  0.295
H -2.040 1.782 -1.359  0.359
H -1.684 -1.489 0.372  0.336
H 0.612 0.358 -1.728  0.498
H 2.482 1.633 -0.369  0.360
H 3.239 0.585 -1.468  0.450
H 3.295 0.166 0.246  0.327
H -0.209 0.450 2.247  0.559
H 0.841 1.656 1.468  0.269
H 1.377 0.046 2.161  0.404

***

Record 4
Here is a cluster of 2 separate species, C9H14N2O in total from OMol25. Energies are from ωB97M-V/def2-TZVPD.

The value obtained for the HOMO energy is -8.90 eV. The structure (SMILES) is [H]/N=C(\N)CCO.C#C/C=C/C=C.

Each line ends with the Mulliken charge.
Element x y z (Å)
H 0.732 -0.688 -0.258  0.198
N 0.941 -0.352 0.697  -0.710
C -0.061 0.311 1.162  0.615
N -1.165 0.695 0.421  -0.325
C -0.144 0.786 2.603  -0.541
C 0.777 -0.018 3.505  -0.521
O 2.112 0.175 3.100  -0.586
H -2.064 0.765 0.914  0.194
H -1.227 0.467 -0.576  0.115
H 0.180 1.844 2.635  0.214
H -1.190 0.734 2.942  0.342
H 0.697 0.330 4.551  0.321
H 0.489 -1.078 3.476  0.277
H 2.140 -0.203 2.200  0.361
C -1.373 -3.170 -1.240  0.192
C -1.271 -2.062 -1.771  -0.284
C -1.176 -0.793 -2.428  -0.844
C -0.067 -0.034 -2.528  -0.328
C -0.078 1.444 -2.617  0.182
C 1.012 2.216 -2.497  -0.829
H -1.492 -4.138 -0.772  0.405
H -2.110 -0.391 -2.827  0.331
H 0.919 -0.504 -2.404  0.404
H -1.067 1.878 -2.746  0.307
H 0.943 3.304 -2.527  0.259
H 2.007 1.790 -2.360  0.251

***

Record 5
Here is the ion C9H14N2O with charge +2 from OMol25. Energies are from ωB97M-V/def2-TZVPD.

The value obtained for the HOMO energy (alpha / beta) is -18.48 / -18.48 eV. Its total charge is +2.

Each line ends with the Mulliken charge.
Element x y z (Å)
C 0.569 0.106 0.489  -0.110
C 0.579 0.602 -1.024  -1.085
C -0.898 -1.892 0.755  -0.632
C -0.673 -0.362 1.007  0.326
C -0.513 -0.426 -0.693  1.372
C 2.706 1.181 0.063  -0.752
C 2.568 -1.220 -0.273  -0.726
C -1.397 1.789 -0.051  -0.881
C -2.997 0.059 -0.189  -0.762
N 1.815 0.022 -0.171  0.341
N -1.586 0.349 0.050  0.331
O -0.718 -1.730 -0.563  -0.410
H -0.042 -2.529 1.204  0.279
H -1.864 -2.300 0.921  0.322
H 2.092 2.083 -0.165  0.322
H 2.935 1.383 1.135  0.364
H 3.557 1.059 -0.511  0.397
H 3.511 -0.899 -0.553  0.353
H 2.488 -1.797 0.613  0.308
H 2.142 -1.813 -1.078  0.406
H -0.594 2.025 0.539  0.344
H -1.216 2.013 -1.160  0.421
H -2.257 2.344 0.239  0.412
H -3.289 0.109 -1.306  0.343
H -3.294 -0.891 0.239  0.320
H -3.624 0.737 0.485  0.397

***

Record 6
Here is the molecule C9H14N2O3S from OMol25. Energies are from ωB97M-V/def2-TZVPD.

The value obtained for the HOMO energy is -9.31 eV. The structure (SMILES) is C=C[C@@H]1C[C@]1(N)C(=O)NS(=O)(=O)C1CC1.

Each line ends with the Mulliken charge.
Element x y z (Å)
C 2.854 1.680 0.330  -1.083
C 2.137 0.579 -0.082  -0.325
C 2.193 -0.830 0.423  0.145
C 2.145 -1.836 -0.649  -1.078
C 0.963 -1.703 0.173  1.047
N 0.628 -2.746 1.136  -0.826
C -0.261 -1.057 -0.453  0.289
O -0.126 -0.412 -1.494  -0.662
N -1.367 -1.329 0.278  -0.331
S -2.924 -0.819 -0.025  1.097
O -3.675 -1.417 1.012  -0.709
O -3.290 -1.161 -1.306  -0.582
C -2.896 1.027 0.243  -0.260
C -2.557 1.765 -1.058  -0.385
C -3.974 1.652 -0.591  -0.641
H 2.644 2.627 -0.022  0.343
H 3.491 1.607 1.194  0.281
H 1.567 0.882 -0.918  0.282
H 2.701 -1.187 1.330  0.375
H 2.030 -1.231 -1.606  0.204
H 2.725 -2.693 -0.714  0.346
H 0.062 -3.407 0.590  0.301
H 1.520 -3.167 1.373  0.332
H -1.244 -1.878 1.054  0.373
H -2.473 1.457 1.106  0.470
H -2.289 1.164 -1.963  0.178
H -2.018 2.734 -1.069  0.301
H -4.489 2.624 -0.345  0.249
H -4.617 0.979 -1.004  0.271

***

Record 7
Here is the molecule C9H14N2O5 from OMol25. Energies are from ωB97M-V/def2-TZVPD.

The value obtained for the HOMO energy is -9.15 eV. The structure (SMILES) is O=C(O)C[C@H](NC(=O)[C@@H]1CCCN1)C(=O)O.

Each line ends with the Mulliken charge.
Element x y z (Å)
O 3.484 -0.552 1.220  -0.590
C 3.678 0.492 0.588  0.559
O 4.898 0.969 0.411  -0.449
C 2.356 1.237 -0.033  -0.939
C 1.320 0.053 -0.178  0.349
N 0.696 -0.317 1.114  0.033
C -0.618 -0.881 1.128  0.172
O -1.123 -1.463 2.109  -0.689
C -1.368 -0.530 -0.077  -0.176
C -1.668 0.994 -0.693  -0.411
C -3.193 1.332 -0.679  -0.627
C -3.554 0.197 0.421  -0.556
N -2.816 -1.054 -0.045  -0.551
C 1.862 -1.268 -0.957  0.631
O 2.830 -1.465 -1.747  -0.670
O 1.027 -2.233 -0.645  -0.478
H 5.538 0.623 0.986  0.351
H 1.991 1.983 0.862  0.327
H 2.559 1.700 -1.105  0.276
H 0.613 0.120 -1.044  0.069
H 1.346 -0.525 1.844  0.273
H -0.723 -1.137 -0.690  0.486
H -1.205 1.890 -0.108  0.198
H -1.415 1.052 -1.839  0.231
H -3.291 2.254 -0.202  0.354
H -3.570 1.078 -1.691  0.333
H -3.311 0.476 1.404  0.320
H -4.621 -0.166 0.364  0.368
H -2.858 -1.811 0.733  0.384
H 1.136 -3.047 -1.452  0.426

***

Record 8
Here is the molecule C9H14N2O6 from OMol25. Energies are from ωB97M-V/def2-TZVPD.

The value obtained for the HOMO energy is -9.68 eV. The structure (SMILES) is CC(=O)NCC(=O)N[C@H](CCC(=O)O)C(=O)O.

Each line ends with the Mulliken charge.
Element x y z (Å)
C 3.536 -0.444 -0.142  -1.380
C 2.395 -0.698 0.815  0.959
O 1.866 -1.787 0.952  -0.731
N 2.036 0.390 1.531  -0.167
C 0.817 0.446 2.312  -0.833
C -0.220 1.165 1.446  0.717
O -0.112 2.345 1.158  -0.683
N -1.186 0.385 0.950  -0.266
C -2.046 0.868 -0.113  0.255
C -2.559 -0.301 -0.971  -1.065
C -1.456 -1.122 -1.643  -0.443
C -0.734 -2.043 -0.684  0.611
O -1.133 -2.319 0.424  -0.697
O 0.395 -2.508 -1.184  -0.480
C -1.258 1.872 -0.960  0.234
O -0.230 1.629 -1.535  -0.585
O -1.913 3.023 -1.081  -0.477
H 3.193 0.225 -0.931  0.296
H 4.371 0.019 0.375  0.400
H 3.856 -1.381 -0.588  0.363
H 2.410 1.289 1.262  0.254
H 1.002 1.012 3.229  0.309
H 0.516 -0.576 2.542  0.399
H -1.241 -0.602 1.172  0.395
H -2.903 1.408 0.312  0.305
H -3.145 -0.959 -0.324  0.409
H -3.220 0.108 -1.735  0.446
H -1.884 -1.742 -2.433  0.377
H -0.708 -0.472 -2.103  0.258
H 0.940 -2.894 -0.467  0.436
H -1.385 3.664 -1.582  0.386

***

Record 9
Here is the molecule C9H14N2O7 from OMol25. Energies are from ωB97M-V/def2-TZVPD.

The value obtained for the HOMO energy is -9.19 eV. The structure (SMILES) is N[C@@H](CC(=O)O)C(=O)N[C@@H](CCC(=O)O)C(=O)O.

Each line ends with the Mulliken charge.
Element x y z (Å)
N 2.884 -0.919 -0.231  -0.635
C 2.320 -0.665 -1.550  0.038
C 1.726 -1.948 -2.167  -0.686
C 0.695 -2.612 -1.299  0.515
O 0.901 -3.118 -0.206  -0.581
O -0.492 -2.758 -1.935  -0.497
C 1.316 0.561 -1.670  0.185
O 1.439 1.196 -2.718  -0.686
N 0.411 0.964 -0.724  -0.026
C -0.039 0.216 0.427  1.250
C -0.006 0.985 1.672  -1.108
C -1.027 2.091 1.927  -0.872
C -2.422 1.681 2.248  0.564
O -2.741 0.534 2.231  -0.561
O -3.207 2.742 2.382  -0.447
C -1.386 -0.307 0.057  0.009
O -1.690 -1.452 0.084  -0.682
O -2.213 0.698 -0.273  -0.514
H 3.009 -0.047 0.267  0.294
H 2.329 -1.551 0.271  0.327
H 3.238 -0.389 -2.142  0.339
H 1.240 -1.576 -3.103  0.287
H 2.526 -2.559 -2.409  0.486
H -1.208 -2.960 -1.326  0.420
H -0.103 1.764 -1.082  0.281
H 0.459 -0.785 0.553  -0.193
H 0.904 1.588 1.815  0.385
H 0.035 0.246 2.468  0.441
H -1.019 2.665 1.002  0.296
H -0.714 2.835 2.663  0.540
H -4.063 2.466 2.732  0.362
H -3.103 0.413 0.037  0.470

***

Across the entries above, total energy takes the values -23609.9366 -35496.1779 -11039.3447 -14584.3587 -14558.4618 -29514.1869 -22774.6732 -24827.7378 -26873.5079 eV, respectively.
Across the entries above, max |F| takes the values 5.2 2.6 4.7 2.8 5.9 4.6 5.6 0.7 3.5 eV/Å, respectively.